The following is a DFT calculation (wB97M-V/def2-TZVPD) of a structure of composition C24H54BCl2F3KMgNO9.

net charge: 0
calculated total energy: -3723.1611 Ha
energy above the lowest of the compared OMol25 structures with the same formula, charge and spin: 43.0 kcal per mole

```
96
Properties=species:S:1:pos:R:3:forces:R:3:mulliken_charge:R:1
C 4.94999 3.46768 0.17006 0.605 0.976 -0.018 -1.311
C 4.59245 3.12367 -1.24145 0.231 -0.917 -0.058 0.819
F 5.85475 2.97614 -1.91231 0.195 0.260 -0.212 -0.445
C 3.83302 1.83160 -1.43374 -0.003 0.469 0.495 -0.766
B 2.75594 1.43263 -0.26024 -0.161 -0.281 -0.290 0.035
C 1.28173 2.18850 -0.30750 0.516 -0.694 -0.073 0.928
Cl 1.18747 3.60744 0.86464 -0.276 0.084 0.137 -0.349
C 0.76720 2.58260 -1.66678 0.080 1.410 1.175 0.912
C 1.29463 3.90379 -2.19006 0.583 -0.239 -0.384 -1.443
Cl -1.03111 2.63471 -1.69923 0.030 0.536 0.424 -0.163
H 4.09489 3.67521 0.79149 -0.383 -0.218 0.145 0.185
H 5.54242 4.38046 0.13759 0.159 0.273 0.021 0.467
H 5.59518 2.72589 0.61578 -0.089 -0.553 0.189 0.206
H 4.13186 3.96670 -1.73532 -0.273 0.318 -0.109 0.038
H 4.59139 1.05159 -1.43405 -0.020 -0.097 0.063 0.358
H 3.42107 1.84500 -2.44244 -0.222 -0.132 -0.198 0.273
H 2.50316 0.22918 -0.40376 -0.194 0.041 -0.103 -0.324
H 3.20074 1.54721 0.87332 0.039 0.020 -0.037 -0.412
H 0.57324 1.47924 0.08840 -0.306 -0.105 0.407 -0.825
H 0.94002 1.77464 -2.37572 1.044 -0.099 0.285 -0.026
H 1.85207 4.45714 -1.45057 0.081 0.002 0.377 0.251
H 0.50310 4.54302 -2.53326 -0.317 0.193 -0.296 0.479
H 1.98235 3.70271 -3.00220 0.108 0.065 -0.402 0.228
C 5.74658 -1.97957 -0.87642 0.217 0.301 0.017 -0.652
O 5.61006 -0.67432 -0.33777 0.142 -0.344 0.199 -0.355
H 4.81368 -2.51007 -0.70442 -0.054 0.044 0.008 0.210
H 5.93911 -1.93610 -1.95234 -0.041 -0.137 -0.015 0.291
H 6.56348 -2.52171 -0.38572 -0.051 -0.120 -0.068 0.267
H 6.43522 -0.20592 -0.49338 -0.075 0.132 -0.053 0.246
C -3.26646 0.76338 -0.13544 -0.204 0.505 0.082 -1.048
C -3.84480 -0.27312 0.77987 -0.038 0.400 0.222 -0.631
N -3.79832 -1.63952 0.15350 -0.416 -0.372 0.191 0.543
C -4.60030 -1.58947 -1.11631 0.197 0.065 -0.194 -1.335
C -4.50526 -2.62908 1.03237 0.068 -0.054 0.304 -0.377
C -3.88698 -2.91674 2.39196 0.034 -0.211 0.021 -1.222
C -2.41468 -2.07590 -0.26837 0.031 0.331 0.177 -0.898
C -1.27046 -2.05606 0.72528 0.164 0.004 0.177 -1.162
O -1.02609 -0.75292 1.19627 -0.210 -0.106 0.064 -0.016
C -0.36984 -0.68489 2.44543 0.016 0.257 0.012 -1.005
H -3.85446 0.91014 -1.03728 0.146 0.064 -0.078 0.389
H -3.24843 1.72202 0.38352 0.076 -0.016 0.079 0.544
H -2.25117 0.54200 -0.43586 0.024 0.098 0.000 0.040
H -4.89583 -0.06038 0.99529 -0.066 -0.201 -0.133 0.543
H -3.33310 -0.29963 1.73652 0.206 -0.194 -0.094 0.264
H -5.59239 -1.21515 -0.88022 -0.039 0.026 -0.003 0.357
H -4.65906 -2.59663 -1.52121 0.010 -0.006 -0.025 0.405
H -4.10042 -0.93489 -1.83052 -0.035 -0.004 -0.014 0.527
H -4.58286 -3.55402 0.46310 -0.037 0.006 -0.056 0.378
H -5.50880 -2.23065 1.16991 -0.043 0.026 -0.096 0.535
H -3.10732 -3.67073 2.32382 0.108 0.073 0.002 0.350
H -4.65387 -3.33884 3.04149 -0.085 0.065 -0.042 0.431
H -3.48878 -2.03419 2.88626 0.007 0.033 -0.023 0.223
H -2.15337 -1.42655 -1.09778 -0.141 -0.092 0.157 0.778
H -2.54107 -3.08935 -0.65066 0.031 0.022 -0.058 0.527
H -0.38184 -2.39451 0.17700 -0.138 -0.137 -0.148 0.420
H -1.41872 -2.75661 1.55049 -0.053 0.056 0.067 0.396
H 0.11127 -1.62849 2.71400 0.046 0.006 -0.047 0.374
H -1.09887 -0.41610 3.22353 0.057 -0.090 0.045 0.269
H 0.38732 0.09813 2.39046 0.046 -0.043 -0.032 0.217
Mg -0.38873 0.93076 -3.61071 -1.709 -0.407 -0.598 0.048
C -2.49616 -4.58045 -4.32008 -0.269 -0.122 -0.003 -0.501
C -1.08072 -5.05929 -4.07848 0.092 0.239 -0.424 0.304
O -0.40649 -3.86146 -3.74547 -0.352 -0.122 0.388 -0.246
C -1.32530 -3.02867 -3.17728 0.212 0.055 -0.432 0.304
O -1.06593 -2.05674 -2.55913 0.422 -0.059 -0.290 -0.171
O -2.58936 -3.47078 -3.41858 0.129 -0.212 0.007 -0.245
F -0.52906 -5.58498 -5.19702 0.020 -0.014 0.078 -0.296
H -2.64120 -4.23274 -5.34269 0.186 0.000 -0.042 0.321
H -3.24487 -5.33396 -4.09124 -0.067 0.107 0.188 0.264
H -0.97709 -5.77391 -3.25920 0.067 -0.092 -0.076 0.266
C 1.56099 0.47705 6.58772 0.198 -0.635 -0.351 -1.086
O 2.93960 0.53660 6.87890 -0.429 0.108 -0.035 -0.369
C 3.68935 -0.30810 5.98841 0.529 0.082 0.278 -0.558
C 4.38807 0.49815 4.92482 0.006 -0.105 -0.437 -0.632
O 3.46502 1.08637 4.03348 -0.264 0.083 0.385 -0.109
C 3.27286 2.46631 4.25981 -0.104 0.030 -0.233 -0.603
H 1.07396 1.24259 7.16845 -0.214 -2.113 -0.830 0.452
H 1.35812 0.65871 5.52714 -0.012 0.002 0.016 0.399
H 1.14752 -0.49263 6.88123 -0.127 0.027 -0.062 0.354
H 3.03953 -1.06117 5.53890 -0.076 0.054 -0.025 0.280
H 4.43787 -0.82469 6.59332 -0.031 -0.013 0.047 0.401
H 5.02021 -0.17607 4.33979 0.042 -0.010 0.031 0.373
H 5.03367 1.25776 5.37664 0.006 -0.023 0.064 0.413
H 4.16508 3.02751 3.96972 -0.007 0.091 0.097 0.284
H 3.03761 2.67043 5.31932 0.105 0.022 -0.042 0.202
H 2.44178 2.80147 3.63990 0.061 -0.086 -0.134 0.164
O -5.65101 3.32163 -5.61221 0.128 0.064 0.899 -0.421
C -5.56698 2.26362 -6.20899 -1.683 2.598 -4.257 -0.200
C -4.91937 1.01398 -5.00293 2.275 -3.071 4.692 0.353
O -4.83213 -0.06049 -5.58603 -0.497 0.041 -1.099 -0.447
H -4.84191 2.16385 -7.03878 0.819 -0.323 0.745 0.269
H -6.49400 1.76489 -6.55561 -0.102 -0.547 1.003 0.248
H -5.62991 1.07370 -4.15255 -0.997 0.426 -0.690 0.184
H -3.99492 1.48114 -4.60783 0.277 0.738 -1.079 -0.064
F -2.70136 1.20009 -2.87287 -0.269 -0.992 -0.945 -0.657
K 1.13444 2.89915 7.90112 0.309 2.479 0.982 0.782
```
Forces are in eV/Å.